{
  "formula": "C19H33N5O3",
  "method": "ωB97M-V with the def2-TZVPD basis set",
  "smiles": "CNC(=O)[C@@H](NC(C)=O)C(C)C.CCn1cc(NC(=O)C2CCCC2)cn1",
  "gap_ha": 0.3283,
  "de_lowest_ev": 0.0000,
  "species": ["H", "H", "H", "O", "H", "H", "C", "H", "C", "C", "C", "H", "C", "H", "H", "H", "C", "H", "H", "H", "H", "O", "H", "H", "C", "H", "C", "H", "C", "C", "C", "N", "C", "C", "H", "C", "H", "H", "H", "C", "C", "N", "H", "N", "H", "C", "H", "N", "H", "H", "H", "N", "H", "C", "O", "H", "C", "H", "H", "H"],
  "coordinates": [[5.55, -4.96, -0.67], [-0.33, -2.59, -0.59], [1.84, 0.82, -2.97], [-1.51, -1.34, 1.22], [-1.83, 1.12, 1.99], [1.51, 2.72, -4.29], [1.03, 0.10, -2.86], [-2.65, 1.78, -1.59], [-2.77, 1.38, 3.90], [-1.21, -0.42, 3.42], [-1.84, 3.22, -0.49], [3.19, -5.69, -0.87], [-0.65, 4.13, -0.24], [-4.12, -0.07, 3.07], [0.98, 3.61, -5.73], [-4.22, 0.06, 4.84], [0.69, 3.29, -4.73], [-3.36, 2.18, 3.45], [0.60, -0.12, -3.84], [-0.42, 4.69, -1.15], [3.66, -5.62, 0.83], [-2.83, 3.34, 0.21], [5.06, -3.59, 0.35], [-0.72, 1.71, 3.24], [0.62, 0.79, -0.53], [-0.94, 2.33, -5.72], [-0.05, 0.63, -1.90], [-0.39, -0.41, 4.14], [-1.18, 1.87, -3.82], [-2.46, -1.00, 4.10], [3.48, -5.01, -0.06], [1.40, -3.81, -0.73], [4.74, -4.26, -0.46], [-0.68, 1.96, -2.36], [-0.83, -0.13, -1.82], [-1.56, 1.03, 3.05], [0.97, -1.80, 3.11], [2.78, -3.47, 2.27], [-0.13, 1.04, 0.22], [0.56, -2.99, -0.12], [2.15, -3.42, 1.39], [-0.52, 2.46, -4.81], [0.09, 2.73, -2.31], [0.45, -1.90, 2.24], [0.50, 4.17, -4.12], [-3.54, 0.08, 3.99], [0.21, 3.53, 0.06], [-1.80, 2.32, -1.47], [-0.90, 4.82, 0.56], [-2.80, -1.93, 3.63], [1.09, -0.15, -0.24], [2.37, -4.08, 0.19], [-2.45, 1.70, 4.90], [-0.77, -1.25, 2.20], [-2.20, 1.24, -4.07], [1.44, -0.84, -2.47], [1.01, -2.70, 1.24], [4.56, -3.65, -1.35], [-2.25, -1.21, 5.15], [1.38, 1.57, -0.57]]
}



{
  "formula": "C19H33NO3",
  "method": "ωB97M-V with the def2-TZVPD basis set",
  "smiles": "CC(C)(C)c1cc(CN(CCO)CCO)c(O)c(C(C)(C)C)c1",
  "gap_ha": 0.3245,
  "de_lowest_ev": 0.0000,
  "species": ["H", "C", "H", "O", "H", "C", "C", "C", "H", "C", "C", "H", "H", "H", "O", "H", "C", "H", "H", "H", "C", "C", "H", "C", "H", "C", "C", "H", "H", "H", "C", "C", "H", "H", "H", "H", "H", "H", "H", "H", "C", "N", "H", "H", "H", "C", "H", "H", "H", "H", "H", "C", "C", "C", "H", "O"],
  "coordinates": [[-0.75, 2.39, 2.12], [-1.19, -1.79, 0.36], [-3.01, 1.26, 2.43], [3.24, 0.72, 2.13], [2.72, -0.88, 0.08], [3.08, 0.11, -0.22], [-3.34, 1.69, 1.49], [-2.71, 2.58, -0.74], [1.93, -1.49, -2.08], [3.49, 0.82, -2.53], [1.50, -0.48, -1.97], [1.62, 1.13, 1.02], [-1.70, 3.78, 1.56], [-1.29, -5.20, 0.98], [3.24, 3.23, -2.21], [-0.92, -4.43, -0.56], [-0.10, -1.73, -0.50], [-2.68, -0.63, 1.33], [4.27, 0.05, -2.63], [-0.60, -2.80, 2.81], [-1.70, -3.09, 0.96], [-1.44, 0.64, 0.17], [-3.53, -4.25, 0.94], [-0.88, -4.31, 0.52], [-2.25, -2.19, 2.87], [-1.83, -0.60, 0.66], [4.16, 2.17, -2.22], [0.16, -4.21, 0.83], [-3.80, -2.51, 0.87], [-3.40, 1.90, -1.24], [2.71, 1.11, 0.89], [-3.16, -3.31, 0.53], [0.99, 1.66, -1.62], [4.70, 2.12, -1.27], [2.98, 0.91, -3.49], [-1.90, 2.82, -1.42], [4.17, 0.05, -0.30], [4.20, 0.69, 2.07], [-4.09, 1.04, 1.04], [0.44, -2.62, -0.78], [0.33, -0.52, -1.02], [2.50, 0.49, -1.51], [-3.22, -3.36, -0.56], [-3.82, 2.64, 1.71], [-0.38, 3.16, 0.57], [-2.16, 1.92, 0.54], [2.56, 3.04, -1.54], [-3.24, 3.50, -0.49], [-1.96, -3.93, 2.95], [3.05, 2.12, 0.62], [4.87, 2.40, -3.01], [-1.62, -2.99, 2.49], [-0.33, 0.66, -0.69], [-1.18, 2.87, 1.24], [1.16, -0.16, -2.96], [0.12, 1.84, -1.21]]
}



{
  "formula": "C19H34AlBCl7FMgNaO18PSSi",
  "method": "ωB97M-V with the def2-TZVPD basis set",
  "gap_ha": 0.0543,
  "total_charge": 2,
  "species": ["C", "H", "H", "H", "Cl", "C", "P", "Cl", "O", "H", "Mg", "C", "C", "H", "H", "Cl", "C", "Cl", "B", "O", "H", "O", "C", "O", "H", "O", "H", "H", "O", "C", "O", "C", "Si", "H", "Cl", "H", "H", "Al", "C", "H", "H", "O", "H", "H", "H", "H", "C", "O", "O", "H", "O", "H", "H", "H", "F", "H", "H", "O", "H", "O", "Na", "H", "C", "H", "C", "C", "H", "Cl", "H", "H", "C", "Cl", "C", "C", "H", "O", "H", "S", "O", "C", "C", "O", "H", "O", "C", "O"],
  "coordinates": [[-1.64, -8.26, -1.36], [-7.41, 13.88, 1.36], [1.31, -5.87, 1.31], [-0.20, -2.94, 1.19], [1.26, -7.04, 8.27], [-0.32, -1.09, -2.94], [-5.85, 11.14, 0.36], [-1.07, 9.62, -0.96], [-7.12, 10.02, 0.70], [3.87, -6.61, -0.48], [4.37, 7.02, -0.55], [0.07, 8.83, -2.08], [-0.65, -10.76, -0.72], [-2.63, 12.61, -0.47], [-6.62, 9.91, 2.73], [1.05, 7.63, -1.23], [0.17, -6.86, 6.89], [1.10, 10.04, -2.86], [2.37, -6.07, -1.82], [-4.86, 10.12, 0.95], [-0.86, -7.01, 7.23], [4.39, -0.15, 0.62], [4.40, 1.06, 0.38], [-0.89, -0.31, -3.74], [-1.68, -9.35, 0.76], [5.70, 0.93, -1.64], [-2.63, -8.19, -2.02], [3.65, -5.59, -3.29], [2.94, -4.72, 3.66], [-0.26, -4.20, -0.77], [-1.53, -6.98, -0.63], [-3.24, 11.81, -0.04], [-0.30, -5.99, -1.47], [-2.84, -10.08, -0.59], [3.35, -2.38, -2.99], [0.06, -5.65, 4.14], [-2.87, 11.61, 0.97], [1.80, -7.79, 0.39], [-0.21, -4.09, 0.86], [-7.55, 8.56, 2.07], [0.05, -10.39, -1.61], [2.63, -5.61, -3.19], [-3.14, 10.93, -0.67], [3.36, 1.44, 2.22], [-1.24, -3.60, -1.12], [-8.36, 10.12, 2.35], [3.73, 1.96, 1.35], [0.27, -4.66, 4.27], [0.99, -1.03, -3.07], [-0.75, -5.91, -2.87], [-4.58, 12.26, 0.01], [-8.19, 12.61, 2.32], [-8.14, 12.46, 0.55], [4.75, -0.51, -2.63], [5.13, -6.51, -3.91], [5.29, 3.54, -1.79], [5.14, -1.37, -4.15], [1.57, -2.58, 3.27], [-1.13, -4.57, 1.42], [3.42, -5.74, -0.79], [6.07, -2.29, -5.49], [0.66, -3.60, -1.19], [4.12, 3.90, -0.02], [-1.16, -11.80, -1.00], [5.06, 1.68, -0.85], [4.34, -1.01, -3.51], [2.07, -4.16, 0.78], [0.54, -8.05, 5.64], [0.28, -5.86, 6.47], [-0.76, -8.43, -2.12], [1.25, -4.69, 1.43], [3.37, 0.16, -4.42], [-1.77, -9.58, -0.40], [4.87, 3.01, -0.95], [-0.51, 8.32, -2.85], [4.00, 5.09, -0.34], [0.92, -0.36, -3.78], [1.54, -4.15, 3.24], [-6.35, 12.13, 1.58], [-7.42, 9.64, 2.04], [-7.59, 12.80, 1.43], [-0.79, -1.87, -2.08], [0.04, -11.00, 0.22], [1.22, -6.87, -1.35], [3.55, 3.29, 1.26], [2.98, 4.06, 2.09]]
}



{
  "formula": "C19H34AlBF4InKMgNNaO9",
  "method": "ωB97M-V with the def2-TZVPD basis set",
  "gap_ha": 0.0530,
  "total_charge": 2,
  "species": ["H", "C", "Na", "C", "O", "C", "H", "H", "C", "K", "C", "H", "F", "C", "O", "C", "H", "C", "H", "H", "H", "H", "H", "H", "H", "C", "H", "H", "C", "C", "H", "H", "H", "C", "O", "H", "B", "O", "Mg", "C", "C", "C", "H", "O", "F", "H", "H", "H", "C", "H", "O", "H", "In", "Al", "C", "H", "H", "O", "H", "O", "H", "H", "C", "N", "C", "H", "F", "H", "O", "H", "H", "H", "F"],
  "coordinates": [[4.20, 0.14, 6.84], [1.93, -0.32, 4.47], [-1.12, -0.61, -1.44], [3.47, -0.52, 7.32], [-3.90, 1.83, -7.17], [-2.20, -0.89, -5.95], [-3.78, -1.80, 1.15], [2.81, 0.30, 4.27], [-4.46, 0.90, -0.76], [1.06, -2.95, 0.32], [6.86, 2.59, 0.64], [3.71, -0.55, 8.39], [-2.63, 5.93, -4.36], [-3.78, -4.89, 1.85], [-4.17, -0.34, -7.73], [-4.94, 2.21, -8.07], [-4.25, -5.75, 2.34], [7.17, 3.70, -0.43], [1.55, -2.37, 6.81], [-4.67, 1.94, -9.10], [2.28, -1.28, 0.15], [7.31, 4.65, 0.09], [2.78, 1.31, -0.32], [1.24, -0.21, 3.62], [0.90, 3.17, -0.27], [-3.64, 0.54, -7.11], [2.48, -3.67, 6.95], [8.08, 3.48, -0.98], [-1.17, 0.25, 0.57], [1.42, -0.50, 0.21], [-1.50, 2.58, 0.26], [-2.95, -5.22, 1.23], [-4.52, -4.39, 1.23], [1.73, 0.98, -0.07], [-2.64, 0.40, -6.21], [2.48, -0.06, 7.24], [-2.64, 4.71, -5.07], [6.70, 1.46, -0.02], [-1.87, -2.69, 3.66], [-2.55, -2.43, -2.60], [-4.88, 1.47, -1.77], [0.67, 2.10, -0.05], [-1.79, -1.37, -6.85], [-3.31, -3.96, 2.85], [-3.91, 4.06, -4.88], [-3.84, 0.79, 2.53], [-5.05, 3.29, -8.01], [4.30, -1.26, 4.79], [3.53, -1.94, 5.19], [-3.01, -1.51, -5.52], [-2.85, -2.81, -1.46], [-0.43, -2.02, 0.80], [-3.41, -0.05, 0.99], [3.80, 0.18, 1.23], [-0.75, 1.74, 0.25], [-5.88, 1.74, -7.79], [6.00, 2.97, 1.22], [2.26, -1.69, 4.58], [-4.87, 1.92, -2.79], [-3.33, -2.46, -3.60], [7.69, 2.65, 1.37], [1.41, 0.03, 5.36], [-0.11, -0.92, 0.57], [2.39, -2.70, 7.27], [3.52, -1.92, 6.73], [3.82, -2.95, 4.87], [-1.60, 3.85, -4.58], [-2.66, -4.44, 3.39], [-1.45, -1.96, -2.93], [-1.41, -0.81, -5.21], [4.45, -2.39, 7.08], [6.35, 3.82, -1.14], [-2.44, 4.95, -6.45]]
}